79
Properties=species:S:1:pos:R:3:forces:R:3 method="wB97M-V/def2-TZVPD" lumo_energy_ev=0.34 homo_lumo_gap_ev=9.3096 de_lowest_ev=2.767 smiles=COC[C@H](C)N.COC[C@H](C)N.COC[C@H](C)N.OCCO.CO.CO.CO e_homo_ha=-0.3295 total_energy_ha=-1444.303499 molar_mass_g_mol=425.61
C 19.634 9.655 12.435 0.354 0.662 -0.751
O 19.926 8.374 11.919 -0.553 -0.056 0.306
C 19.179 7.400 12.616 0.134 -0.796 0.750
C 19.577 5.993 12.184 0.265 -2.035 0.022
C 18.812 5.421 10.974 0.121 2.063 -0.060
N 19.446 5.071 13.318 0.101 0.472 1.136
H 20.215 10.371 11.851 -0.139 -0.053 -0.177
H 19.949 9.840 13.467 -0.155 -0.575 0.197
H 18.573 9.884 12.309 -0.054 0.059 0.159
H 19.386 7.482 13.689 0.277 -0.056 0.025
H 18.085 7.504 12.574 -0.039 0.410 -0.623
H 20.641 6.007 11.935 0.038 0.225 0.075
H 17.808 5.152 11.301 -0.122 0.078 -0.241
H 19.253 4.605 10.407 0.288 -0.161 0.445
H 18.806 6.312 10.330 -0.650 -0.418 -0.582
H 18.492 4.942 13.630 -0.114 0.154 -0.239
H 19.850 4.155 13.205 0.201 0.139 -0.521
C 21.969 6.275 9.147 1.393 -0.194 1.398
O 21.865 7.035 7.984 -0.361 0.253 0.281
C 21.302 8.329 8.218 -0.011 -0.807 -0.930
C 20.661 8.799 6.897 -0.378 0.492 1.137
C 19.986 10.115 7.229 0.304 1.140 -0.045
N 19.631 7.805 6.541 0.492 -0.051 -0.585
H 22.397 6.791 10.025 -0.148 0.789 -0.318
H 22.769 5.543 9.008 -0.577 -0.529 -0.425
H 21.051 5.862 9.571 -0.230 -0.243 -0.713
H 20.483 8.264 8.942 -0.004 -0.081 0.100
H 22.084 8.961 8.645 -0.076 0.357 -0.282
H 21.349 9.038 6.082 0.482 -0.606 0.163
H 19.119 9.952 7.867 -0.121 0.120 -0.176
H 19.764 10.729 6.351 -0.618 -0.488 -0.160
H 20.673 10.806 7.733 0.120 -0.341 0.371
H 19.546 7.810 5.529 -0.334 0.092 0.052
H 19.995 6.875 6.731 0.115 0.081 0.156
C 24.553 -2.705 7.944 0.544 0.420 1.494
O 25.001 -1.540 7.306 -0.254 0.138 -2.076
C 24.458 -0.336 7.795 0.714 0.044 2.830
C 24.880 0.901 7.025 -1.184 0.258 -1.509
C 24.288 2.256 7.499 0.915 -1.291 0.884
N 24.369 0.783 5.644 0.431 -0.356 -0.411
H 24.830 -3.612 7.413 -0.238 0.262 -0.547
H 23.494 -2.652 8.210 -0.109 -0.181 -0.317
H 25.112 -2.774 8.892 -0.238 -0.112 0.185
H 23.384 -0.359 8.015 -0.224 -0.195 -0.769
H 24.861 -0.310 8.826 0.033 0.624 0.153
H 25.964 0.986 6.940 0.043 -0.158 0.247
H 23.207 2.250 7.377 -0.028 0.141 -0.017
H 24.761 3.046 6.923 -0.209 0.060 -0.112
H 24.543 2.393 8.554 -0.214 0.219 0.049
H 24.668 -0.112 5.265 0.010 0.080 -0.062
H 23.355 0.732 5.672 -0.019 0.074 0.038
O 25.285 2.704 12.297 0.716 0.242 0.323
C 25.517 1.744 13.357 -1.773 0.138 -1.071
C 25.201 2.355 14.723 2.378 0.695 -0.752
O 26.424 2.820 15.342 0.217 -0.710 0.298
H 26.070 2.778 11.748 -0.018 0.017 -0.003
H 24.760 0.993 13.101 0.165 -0.378 0.510
H 26.494 1.268 13.283 0.114 0.196 0.295
H 24.778 1.553 15.322 -0.274 0.569 0.487
H 24.722 3.331 14.615 -1.464 -0.835 -0.194
H 26.840 3.396 14.692 0.050 0.066 0.135
C 21.900 2.595 10.905 0.494 -0.187 -0.310
O 20.604 2.075 11.174 0.366 0.294 0.040
H 22.055 3.647 11.165 -0.337 0.029 0.243
H 22.666 2.004 11.415 0.082 0.103 0.074
H 22.120 2.522 9.839 -0.252 -0.111 -0.045
H 20.532 2.113 12.144 -0.243 -0.191 -0.229
C 21.868 2.098 14.732 -0.214 0.516 0.827
O 20.727 2.352 13.926 -0.435 0.090 0.559
H 21.908 2.810 15.569 0.102 0.213 -0.301
H 21.741 1.138 15.247 0.701 -0.250 -0.636
H 22.737 2.289 14.107 0.068 -0.687 0.150
H 20.040 2.546 14.575 -0.325 -0.009 -0.454
C 22.731 -0.895 11.294 -0.443 -0.211 0.317
O 21.924 -0.627 10.177 -0.068 -0.566 -0.815
H 22.145 -0.977 12.216 0.050 0.633 0.123
H 23.129 -1.910 11.221 0.222 0.131 -0.546
H 23.550 -0.175 11.353 0.059 -0.054 0.343
H 21.361 0.150 10.259 0.086 0.132 0.631

7
Properties=species:S:1:pos:R:3:forces:R:3 method="wB97M-V/def2-TZVPD" lumo_energy_ev=-1.45 homo_lumo_gap_ev=8.4148 de_lowest_ev=1.565 e_homo_ha=-0.3627 total_energy_ha=-3313.008327 molar_mass_g_mol=268.91
O -1.287 -0.499 -0.044 0.266 -1.457 -0.847
O 0.412 0.936 1.251 1.755 2.487 -2.135
Si 0.099 0.323 -0.159 0.329 -1.570 -1.717
Br 1.711 -2.023 -0.849 -1.401 2.250 0.582
I 0.043 2.140 -1.780 0.296 -0.728 0.388
H -1.175 -1.400 -0.442 -0.382 0.875 0.420
H 0.198 0.523 2.023 -0.863 -1.857 3.310